Here is a molecular structure, C26H35BFeN5O8P2S from the OMol25 dataset. Energies are from wB97M-V/def2-TZVPD.

## Properties
Gap between HOMO and LUMO: 6.21 eV
Electronic energy: -115839.5253 eV
Energy relative to the best compared isomer or geometry (same formula, charge and spin): 11.9 kcal/mol
Net charge: -1

Each line ends with the Löwdin charge.
Positions of all 79 atoms, in Å:
Fe  0.267  -0.264  1.524  0.111
O  0.418  -1.327  3.269  -0.106
C  -0.321  -1.152  4.241  -0.157
C  -1.604  -0.515  4.258  -0.107
C  -2.270  -0.477  5.487  0.051
C  -3.549  0.004  5.569  -0.157
C  -4.226  0.441  4.416  0.010
C  -3.599  0.408  3.207  0.013
C  -2.246  -0.037  3.066  -0.325
O  -1.694  -0.013  1.924  -0.119
N  -4.227  0.031  6.856  -0.365
O  -3.629  -0.390  7.832  0.059
O  -5.372  0.448  6.888  0.060
H  0.011  -1.566  5.204  0.142
H  -1.780  -0.837  6.382  0.129
H  -5.242  0.796  4.512  0.120
H  -4.113  0.729  2.312  0.106
C  3.749  -0.376  2.198  -0.223
P  2.416  -0.815  1.049  0.840
C  3.086  -0.391  -0.599  -0.227
C  2.453  -2.654  0.990  -0.378
C  1.376  -3.125  0.005  -0.374
P  -0.209  -2.296  0.425  0.877
C  -1.286  -2.683  -0.991  -0.240
C  -0.930  -3.411  1.685  -0.234
H  3.828  0.710  2.266  0.044
H  4.705  -0.794  1.883  0.050
H  3.493  -0.742  3.193  0.051
H  3.954  -1.014  -0.826  0.057
H  3.403  0.652  -0.634  0.043
H  2.325  -0.541  -1.367  0.026
H  2.234  -3.014  1.999  0.078
H  3.445  -3.016  0.709  0.088
H  1.255  -4.210  0.003  0.090
H  1.642  -2.825  -1.012  0.081
H  -1.445  -3.761  -1.049  0.048
H  -0.822  -2.328  -1.910  0.015
H  -2.250  -2.189  -0.862  0.048
H  -1.084  -4.404  1.258  0.047
H  -1.893  -3.011  2.009  0.051
H  -0.280  -3.490  2.552  0.035
N  -3.909  2.135  -0.971  0.173
C  -2.922  2.799  -1.643  -0.494
O  -3.145  3.532  -2.582  0.080
C  -1.528  2.552  -1.152  -0.110
C  -0.534  3.480  -1.439  0.030
C  0.735  3.260  -0.934  -0.006
C  0.966  2.129  -0.170  -0.120
N  0.030  1.207  0.067  0.001
C  -1.194  1.428  -0.419  -0.091
H  -4.852  2.387  -1.218  0.112
H  -3.748  1.797  -0.038  0.084
H  -0.778  4.346  -2.038  0.130
H  1.541  3.961  -1.099  0.119
H  1.931  1.975  0.294  0.094
H  -1.919  0.654  -0.208  0.106
B  2.283  3.393  3.552  -0.430
C  1.405  2.165  3.093  -0.185
N  0.825  1.267  2.659  0.086
H  3.002  3.017  4.452  -0.004
H  1.552  4.295  3.887  -0.006
H  2.932  3.686  2.561  -0.003
N  -0.041  -0.218  -2.783  0.086
C  0.413  -0.137  -4.129  -0.327
C  1.587  0.549  -4.423  -0.050
C  2.090  0.550  -5.715  -0.059
C  1.433  -0.135  -6.727  -0.267
C  0.253  -0.801  -6.437  -0.058
C  -0.255  -0.808  -5.145  -0.047
S  2.146  -0.199  -8.377  0.393
O  1.022  -0.530  -9.240  -0.378
O  2.699  1.132  -8.576  -0.375
O  3.150  -1.250  -8.271  -0.372
H  -1.050  -0.300  -2.735  0.075
H  0.230  0.600  -2.256  0.037
H  2.105  1.087  -3.634  0.097
H  2.996  1.091  -5.956  0.113
H  -0.261  -1.310  -7.242  0.108
H  -1.177  -1.338  -4.924  0.100